# 1
Formula: C5H6O
Source: OMol25
Level of theory: ωB97M-V/def2-TZVPD

The geometry in ORCA input format:
```
! RIJCOSX wB97M-V def2-TZVPD def2/J DEFGRID3
* xyz 0 1
C 1.71525 -0.55804 -0.59711
C 0.99728 0.33577 0.39253
C -0.39426 0.47425 0.14542
C -1.52668 0.90939 0.07414
C -2.72744 0.15304 0.20038
O -2.86919 -0.77669 -0.55531
H 1.34011 -1.58274 -0.53727
H 1.56883 -0.20178 -1.61971
H 2.77895 -0.55655 -0.36795
H 1.33324 1.37754 0.34774
H 1.11037 -0.00196 1.42464
H -3.32647 0.42777 1.09250
*
```

## Properties
**Frontier orbital gap**: 10.242 eV
**Energy**: -269.24864 Ha
**M**: 82.1 g mol⁻¹
**SMILES string**: CCC#CC=O


# 2
Formula: C5H6O
Source: OMol25
Level of theory: ωB97M-V/def2-TZVPD

The geometry in ORCA input format:
```
! RIJCOSX wB97M-V def2-TZVPD def2/J DEFGRID3
* xyz 0 1
O 1.40714 0.90342 -2.18674
C 1.49575 -0.16738 -1.64009
C 0.52850 -0.70604 -0.61812
C -0.53184 0.27786 -0.23738
C -0.99172 0.40078 0.97282
C -1.44904 0.51399 2.15621
H 2.32858 -0.86130 -1.88775
H 1.09395 -1.05409 0.25513
H 0.08174 -1.60828 -1.06469
H -0.71727 1.50349 2.59606
H -1.02919 0.81768 -1.03714
H -2.21660 -0.02011 2.69170
*
```

## Properties
**Frontier orbital gap**: 10.283 eV
**Energy**: -269.25172 Ha
**M**: 82.1 g mol⁻¹
**SMILES string**: C=C=CCC=O


# 3
Formula: C5H6O
Source: OMol25
Level of theory: ωB97M-V/def2-TZVPD

The geometry in ORCA input format:
```
! RIJCOSX wB97M-V def2-TZVPD def2/J DEFGRID3
* xyz 0 1
O 2.38846 -0.69393 0.35763
C 1.26654 -0.27676 0.17594
C 0.04493 -1.13403 -0.02373
C -1.16108 -0.18092 0.09624
C -0.51714 1.17645 -0.08138
C 0.81812 1.10972 -0.12787
H -0.01620 -2.03228 0.59226
H 0.36678 -1.37803 -1.04625
H -1.96530 -0.36869 -0.62399
H -1.64669 -0.23236 1.08638
H -1.09903 2.09503 -0.12182
H 1.52060 1.91580 -0.28340
*
```

## Properties
**Frontier orbital gap**: 10.149 eV
**Energy**: -269.33520 Ha
**M**: 82.1 g mol⁻¹
**SMILES string**: O=C1C=CCC1


# 4
Formula: C5H6O
Source: OMol25
Level of theory: ωB97M-V/def2-TZVPD

The geometry in ORCA input format:
```
! RIJCOSX wB97M-V def2-TZVPD def2/J DEFGRID3
* xyz 0 1
C -0.90775 -1.10504 1.62878
C 0.31603 -1.07516 1.26192
C 0.59687 1.89177 0.10383
C 0.35488 1.09130 -0.72763
C 0.25241 0.12110 -1.82132
O 1.44352 -1.05738 1.06293
H -1.72274 -1.81775 1.25582
H -1.25427 -0.42707 2.36915
H 0.41658 2.61599 0.83609
H -0.00542 -0.92835 -1.38914
H -0.66975 0.45313 -2.24836
H 1.17964 0.23744 -2.33206
*
```

## Properties
**Frontier orbital gap**: 10.071 eV
**Energy**: -269.22367 Ha
**M**: 82.1 g mol⁻¹
**SMILES string**: C=C=O.C#CC


# 5
Formula: C5H6O
Source: OMol25
Level of theory: ωB97M-V/def2-TZVPD

The geometry in ORCA input format:
```
! RIJCOSX wB97M-V def2-TZVPD def2/J DEFGRID3
* xyz 0 1
C 2.72150 -0.09065 0.05570
C 1.57981 -0.46911 0.00708
C 0.18945 -0.93057 -0.03796
C -0.78568 0.09110 0.50960
C -1.50387 1.00763 -0.37369
O -2.14414 -0.13624 0.17964
H 3.73920 0.23168 0.08662
H 0.09525 -1.85829 0.53914
H -0.09977 -1.17076 -1.06744
H -0.61655 0.39357 1.54390
H -1.32179 0.96439 -1.44807
H -1.85343 1.96724 0.00547
*
```

## Properties
**Frontier orbital gap**: 11.209 eV
**Energy**: -269.24601 Ha
**M**: 82.1 g mol⁻¹
**SMILES string**: C#CC[C@H]1CO1


# 6
Formula: C5H6O
Source: OMol25
Level of theory: ωB97M-V/def2-TZVPD

The geometry in ORCA input format:
```
! RIJCOSX wB97M-V def2-TZVPD def2/J DEFGRID3
* xyz 0 1
C 1.10058 -0.38168 -0.41824
C 0.33525 0.86411 -0.16710
C -1.15832 0.53190 -0.29811
O -1.32290 -0.84686 -0.62889
C -0.24684 -1.06776 0.26415
C -0.46209 0.28643 0.98969
H 1.92595 -0.54822 0.29567
H 1.45580 -0.64284 -1.43207
H 0.66645 1.87949 -0.29618
H -1.89486 1.26207 -0.60491
H 0.27869 -1.98502 0.30318
H -0.65208 0.64034 1.99263
*
```

## Properties
**Frontier orbital gap**: 10.339 eV
**Energy**: -269.19859 Ha
**M**: 82.1 g mol⁻¹


# 7
Formula: C5H6O
Source: OMol25
Level of theory: ωB97M-V/def2-TZVPD

The geometry in ORCA input format:
```
! RIJCOSX wB97M-V def2-TZVPD def2/J DEFGRID3
* xyz 0 1
C -1.69094 0.37487 -0.19674
C -0.76245 -0.83738 -0.33576
C 0.60476 -0.45866 -0.64665
C 1.74202 -0.02979 -0.60985
C 2.43300 0.49691 0.56340
O 2.05076 1.49617 1.12344
H -1.33531 1.05442 0.58562
H -1.74864 0.94169 -1.12964
H -2.69491 0.03364 0.06982
H -1.13873 -1.57538 -1.04707
H -0.67734 -1.34462 0.63671
H 3.21778 -0.15188 0.98672
*
```

## Properties
**Frontier orbital gap**: 10.625 eV
**Energy**: -269.25393 Ha
**M**: 82.1 g mol⁻¹
**SMILES string**: CCC#CC=O


# 8
Formula: C5H6O
Source: OMol25
Level of theory: ωB97M-V/def2-TZVPD

The geometry in ORCA input format:
```
! RIJCOSX wB97M-V def2-TZVPD def2/J DEFGRID3
* xyz 0 1
O -1.08168 1.34044 0.03377
C -0.76927 0.17210 0.68753
C -1.03147 -1.04396 -0.12525
C 0.64225 -0.27529 0.85751
C 1.55662 0.32306 0.01443
C 2.39568 0.88378 -0.67846
H -0.40403 1.50777 -0.64589
H -1.34285 0.12148 1.62003
H -0.78886 -1.06279 -1.18495
H -2.02211 -1.42817 0.12968
H -0.39075 -1.82986 0.48968
H 3.23647 1.29143 -1.19809
*
```

## Properties
**Frontier orbital gap**: 7.669 eV
**Energy**: -269.14318 Ha
**M**: 82.1 g mol⁻¹


Asked for energy relative to the best compared isomer or geometry (same formula, charge and spin) across the records above, the calculation gives 256.3, 248.2, 29.0, 321.8, 263.2, 387.6, 242.4, 533.1 kJ/mol in order.